C24H19AgN4O8S as an isolated structure at a distorted geometry. Source: the OMol25 dataset; level of theory: the ωB97M-V functional and the def2-TZVPD basis.

Each line ends with the natural charge from an NBO analysis.
Element x y z (Å)
Ag -0.944 -0.878 0.422  0.89
C -2.247 -0.545 -2.650  -0.69
C -2.832 0.654 -1.968  0.28
C -3.822 1.455 -2.538  -0.26
C -4.302 2.532 -1.817  -0.18
C -3.801 2.785 -0.549  -0.27
C -2.819 1.938 -0.048  0.16
N -2.357 0.921 -0.755  -0.41
C -2.233 2.121 1.336  0.28
C -2.734 3.073 2.217  -0.26
C -2.162 3.175 3.470  -0.19
C -1.154 2.300 3.825  -0.24
C -0.729 1.352 2.896  0.20
N -1.240 1.316 1.674  -0.39
C 0.271 0.278 3.273  0.20
C 0.764 0.177 4.569  -0.26
C 1.591 -0.890 4.882  -0.18
C 1.878 -1.831 3.914  -0.26
C 1.344 -1.661 2.637  0.28
C 1.519 -2.671 1.542  -0.68
N 0.593 -0.604 2.339  -0.41
H -2.643 -0.665 -3.661  0.18
H -2.447 -1.442 -2.049  0.31
H -1.158 -0.450 -2.670  0.26
H -4.199 1.230 -3.528  0.20
H -5.067 3.175 -2.236  0.19
H -4.172 3.625 0.021  0.20
H -3.549 3.725 1.935  0.20
H -2.514 3.918 4.176  0.20
H -0.713 2.361 4.809  0.20
H 0.502 0.894 5.334  0.19
H 1.990 -0.992 5.886  0.19
H 2.490 -2.697 4.134  0.20
H 2.343 -3.356 1.758  0.19
H 1.682 -2.166 0.590  0.25
H 0.586 -3.241 1.439  0.30
O -3.967 -3.325 0.497  -1.08
S -2.566 -3.113 0.901  2.55
O -2.042 -4.230 1.715  -1.09
O -2.462 -1.829 1.703  -1.15
O -1.699 -2.938 -0.326  -1.14
O 2.201 1.252 -0.069  -0.74
C 1.831 0.456 -0.953  0.76
O 0.767 -0.179 -1.084  -0.77
C 2.863 0.224 -2.083  -0.13
C 4.016 0.991 -2.130  -0.16
C 4.968 0.805 -3.129  -0.24
C 4.776 -0.165 -4.097  -0.22
C 3.618 -0.922 -4.037  -0.02
C 2.660 -0.747 -3.055  -0.12
N 3.408 -1.958 -5.078  0.54
O 4.274 -2.091 -5.932  -0.43
O 2.381 -2.601 -5.038  -0.37
H 4.144 1.733 -1.352  0.24
H 5.865 1.413 -3.153  0.20
H 5.494 -0.346 -4.884  0.23
H 1.759 -1.347 -3.025  0.27

As for the total charge: -2. The energy above the lowest of the compared OMol25 structures with the same formula, charge and spin comes out at 0.0 kJ/mol. Its lowest unoccupied orbital energy is 4.0 eV. As for the HOMO energy: -0.617 eV. The molar mass comes out at 631.37 g/mol. For the electronic energy, the calculation gives -62371.411 eV.

=====

C24H19AuO6PS2 as an isolated structure. Source: the OMol25 dataset; level of theory: the ωB97M-V functional and the def2-TZVPD basis.

Each line ends with the natural charge from an NBO analysis.
Element x y z (Å)
Au 1.912 0.028 -0.208  0.56
O 5.061 -2.701 -0.096  -0.99
S 4.363 -1.764 0.755  2.42
O 5.062 -1.337 1.927  -0.93
O 3.871 -0.617 -0.112  -1.06
C 2.847 -2.617 1.271  -0.38
C 2.659 -3.854 0.651  -0.19
C 1.590 -4.669 0.975  -0.23
C 0.697 -4.264 1.956  -0.22
C 0.875 -3.039 2.570  -0.23
C 1.926 -2.183 2.231  -0.22
S 1.809 -0.596 3.115  2.41
O 1.819 -0.999 4.506  -1.00
O 0.506 -0.099 2.661  -1.07
O 2.898 0.244 2.678  -0.99
H 3.389 -4.165 -0.083  0.25
H 1.469 -5.623 0.475  0.20
H -0.132 -4.898 2.245  0.20
H 0.192 -2.712 3.346  0.24
C -3.917 -1.119 0.947  -0.20
C -2.691 -1.685 1.251  -0.20
C -1.514 -1.094 0.804  -0.15
C -1.572 0.063 0.046  -0.40
C -2.810 0.633 -0.264  -0.14
C -3.978 0.046 0.185  -0.25
P -0.085 0.865 -0.605  0.96
C -0.407 0.843 -2.410  -0.26
C -1.257 -0.099 -2.984  -0.23
C -1.356 -0.214 -4.364  -0.20
C -0.603 0.602 -5.192  -0.21
C 0.274 1.520 -4.632  -0.21
C 0.383 1.624 -3.254  -0.22
C -0.305 2.578 -0.010  -0.27
C -0.489 2.667 1.375  -0.22
C -0.617 3.904 1.983  -0.19
C -0.568 5.066 1.225  -0.21
C -0.380 4.982 -0.145  -0.22
C -0.241 3.745 -0.761  -0.23
H -4.830 -1.580 1.303  0.21
H -2.636 -2.587 1.847  0.22
H -0.552 -1.513 1.059  0.26
H -2.859 1.541 -0.856  0.21
H -4.935 0.494 -0.053  0.21
H -1.854 -0.746 -2.356  0.23
H -2.024 -0.954 -4.787  0.21
H -0.679 0.507 -6.268  0.21
H 0.896 2.139 -5.265  0.21
H 1.134 2.285 -2.842  0.22
H -0.483 1.766 1.980  0.28
H -0.742 3.954 3.057  0.22
H -0.666 6.033 1.702  0.21
H -0.339 5.881 -0.747  0.21
H -0.112 3.720 -1.833  0.21

As for the total charge: -1. The energy above the lowest of the compared OMol25 structures with the same formula, charge and spin comes out at 0.0 kJ/mol. Its lowest unoccupied orbital energy is 2.4 eV. As for the HOMO energy: -5.852 eV. The molar mass comes out at 695.49 g/mol. For the electronic energy, the calculation gives -72135.954 eV.